# C3H4CrFO2

A molecular structure, C3H4CrFO2 at a distorted geometry (ωB97M-V with the def2-TZVPD basis set, the OMol25 dataset).

```
11
Properties=species:S:1:pos:R:3:mulliken_charge:R:1
O -0.693 0.640 0.919 -0.358
Cr -2.619 -1.467 0.117 1.091
C -0.868 -0.707 0.762 0.432
C 0.483 1.026 0.192 -0.330
H 1.361 1.009 0.851 0.262
H 0.328 2.043 -0.184 0.287
F -0.021 -1.391 1.679 -0.278
C 0.575 -0.022 -0.922 -0.264
O -0.388 -1.015 -0.529 -0.350
H 1.569 -0.481 -0.982 0.246
H 0.274 0.365 -1.902 0.261
```

gap between HOMO and LUMO (spin up / spin down)	8.07 / 8.66	eV
spin multiplicity	5
expectation value of S²	6.182
highest occupied orbital energy (spin up / spin down)	-14.770 / -14.802	eV
charge	+1

=====

# C3H4CrO2

A molecular structure, C3H4CrO2 at a distorted geometry (ωB97M-V with the def2-TZVPD basis set, the OMol25 dataset).

```
10
Properties=species:S:1:pos:R:3:mulliken_charge:R:1
C -1.105 -0.613 -0.001 -0.716
C -1.934 0.464 0.025 -0.333
H -0.992 -1.225 0.899 0.353
H -1.008 -1.193 -0.924 0.353
H -2.189 0.959 0.964 0.248
H -2.208 0.990 -0.892 0.248
C 1.513 -0.028 -0.010 0.825
O 1.858 1.172 -0.008 -0.550
O 2.324 -0.978 -0.024 -0.552
Cr 3.740 0.453 -0.029 1.124
```

gap between HOMO and LUMO (spin up / spin down)	5.94 / 6.65	eV
energy above the lowest of the compared OMol25 structures with the same formula, charge and spin	1.661	eV
spin multiplicity	6
expectation value of S²	8.793
highest occupied orbital energy (spin up / spin down)	-12.780 / -13.374	eV
charge	+1

=====

# C3H4CrO3

A molecular structure, C3H4CrO3 at a distorted geometry (ωB97M-V with the def2-TZVPD basis set, the OMol25 dataset).

```
11
Properties=species:S:1:pos:R:3:mulliken_charge:R:1
O -1.101 0.447 -0.549 -0.179
C 0.152 0.727 -0.139 0.168
O 0.487 1.927 -0.378 -0.633
Cr 1.970 1.406 0.920 0.221
O 2.854 0.098 -0.247 -0.531
C 2.116 -0.702 -0.940 -0.190
H 1.605 -1.427 -0.228 -0.018
C -1.867 -0.446 0.241 -0.571
H -1.442 -0.537 1.251 0.290
H -1.886 -1.440 -0.230 0.227
H -2.888 -0.052 0.299 0.216
```

gap between HOMO and LUMO (spin up / spin down)	5.45 / 6.10	eV
energy above the lowest of the compared OMol25 structures with the same formula, charge and spin	3.771	eV
spin multiplicity	6
expectation value of S²	8.789
highest occupied orbital energy (spin up / spin down)	-1.942 / -2.501	eV
charge	-1

=====

# C3H4CuMgO4

A molecular structure, C3H4CuMgO4 at a distorted geometry (ωB97M-V with the def2-TZVPD basis set, the OMol25 dataset).

```
13
Properties=species:S:1:pos:R:3:mulliken_charge:R:1
O -0.621 0.631 0.549 -0.813
O 1.305 -1.140 0.460 -0.801
C 1.116 -2.427 -0.045 -0.304
C -0.105 -2.367 -0.974 -0.368
O -0.945 -1.329 -0.472 -0.322
C -0.329 -0.104 -0.501 1.196
H 1.990 -2.767 -0.629 0.239
H 0.940 -3.184 0.741 0.232
H -0.679 -3.301 -0.989 0.278
H 0.209 -2.094 -1.993 0.260
O -0.074 0.456 -1.599 -0.722
Mg 0.447 -0.291 2.038 0.434
Cu -0.638 2.738 -0.835 0.692
```

gap between HOMO and LUMO (spin up / spin down)	3.53 / 6.74	eV
energy above the lowest of the compared OMol25 structures with the same formula, charge and spin	0.000	eV
spin multiplicity	2
expectation value of S²	0.751
highest occupied orbital energy (spin up / spin down)	-5.657 / -8.891	eV

=====

# C3H4CuO5

A molecular structure, C3H4CuO5 at a distorted geometry (ωB97M-V with the def2-TZVPD basis set, the OMol25 dataset).

```
13
Properties=species:S:1:pos:R:3:mulliken_charge:R:1
C -0.883 0.415 -1.911 -0.166
C -1.209 -0.800 -1.247 0.182
O -1.708 -0.881 -0.083 -0.711
O 0.299 0.696 -2.299 -0.627
H -1.689 1.164 -2.025 0.316
H -0.968 -1.722 -1.814 0.311
H 1.039 1.198 -0.279 0.379
O 0.748 1.170 2.299 -0.389
C 1.268 0.301 1.440 0.842
O 1.249 -0.909 1.630 -0.638
O 1.786 0.856 0.383 -0.430
Cu -0.297 -2.181 0.858 0.591
H 0.363 0.693 3.047 0.341
```

gap between HOMO and LUMO (spin up / spin down)	5.17 / 7.59	eV
energy above the lowest of the compared OMol25 structures with the same formula, charge and spin	0.655	eV
spin multiplicity	2
expectation value of S²	0.759
highest occupied orbital energy (spin up / spin down)	-6.348 / -8.772	eV

=====

# C3H4DyLiO4

A molecular structure, C3H4DyLiO4 at a distorted geometry (ωB97M-V with the def2-TZVPD basis set, the OMol25 dataset).

```
13
Properties=species:S:1:pos:R:3:mulliken_charge:R:1
O 0.415 0.556 0.474 -0.147
C 1.545 -0.096 -0.008 1.075
C -0.806 0.335 0.050 0.745
O 2.375 0.708 -0.458 -0.595
O 1.507 -1.316 -0.120 -0.616
C -1.899 -0.092 0.793 -0.683
Dy 4.103 2.488 -0.360 1.576
H -2.758 0.582 0.778 0.464
H -1.630 -0.277 1.837 0.374
Li 1.880 -2.897 0.769 0.958
O -1.081 -0.083 -1.230 -0.326
H -1.442 0.646 -1.787 0.510
H -2.210 -0.554 -0.738 0.663
```

gap between HOMO and LUMO (spin up / spin down)	8.74 / 3.69	eV
energy above the lowest of the compared OMol25 structures with the same formula, charge and spin	2.600	eV
spin multiplicity	6
expectation value of S²	9.773
highest occupied orbital energy (spin up / spin down)	-26.830 / -24.175	eV
charge	+4